{
  "formula": "C5H14N2O",
  "method": "ωB97M-V/def2-TZVPD",
  "species": ["C", "N", "C", "C", "C", "N", "C", "O", "H", "H", "H", "H", "H", "H", "H", "H", "H", "H", "H", "H", "H", "H"],
  "positions_angstrom": [[-0.326217, 1.157235, -2.030728], [-0.306837, -0.023776, -1.206999], [-0.457531, -1.238620, -1.987990], [0.790176, -0.055160, -0.257832], [0.388633, 0.440449, 1.130066], [1.557697, 0.467107, 1.998288], [-0.735805, -0.410938, 1.698424], [-1.018272, -0.071524, 3.064178], [-0.490983, 2.057678, -1.447130], [0.591873, 1.330765, -2.622319], [-1.149238, 1.098133, -2.743463], [-1.428315, -1.242874, -2.473893], [0.322690, -1.351866, -2.751237], [-0.406516, -2.097763, -1.317767], [1.639291, 0.553865, -0.580505], [1.190652, -1.070507, -0.145574], [0.018920, 1.469483, 1.018724], [1.251418, 0.358404, 2.963509], [2.164011, -0.322037, 1.793552], [-1.639613, -0.337810, 1.092162], [-0.434763, -1.457527, 1.726722], [-1.521281, 0.747285, 3.079807]],
  "atomic_forces_ev_per_a": [[-0.0415, 0.3345, -0.4016], [-0.0818, -0.2262, 0.0169], [0.2282, 0.0500, 0.3064], [0.1907, 0.1049, 0.3142], [-0.1529, 0.0075, -0.1545], [0.0808, -0.1040, 0.1311], [-0.2119, 0.0476, 0.3697], [0.0584, -0.0622, -0.1672], [0.0109, 0.0877, 0.2673], [0.0377, -0.2470, 0.1093], [-0.0636, -0.0603, 0.0331], [-0.1147, -0.0033, -0.1223], [0.0737, -0.0542, -0.1264], [-0.0555, -0.0167, -0.0807], [0.1091, 0.1071, -0.2005], [-0.2097, -0.0461, -0.0922], [-0.0294, -0.0223, 0.0657], [0.0876, 0.1061, -0.1493], [-0.0443, 0.0265, 0.0335], [0.0349, 0.0458, -0.0939], [0.1075, -0.1184, -0.0276], [-0.0141, 0.0429, -0.0310]],
  "nbo_charge": [-0.41, -0.45, -0.40, -0.22, -0.08, -0.84, -0.08, -0.73, 0.20, 0.16, 0.20, 0.20, 0.16, 0.20, 0.19, 0.19, 0.17, 0.38, 0.35, 0.18, 0.17, 0.47],
  "total_energy_ha": -383.63001,
  "max_force_ev_per_a": 0.5,
  "smiles": "CN(C)C[C@H](N)CO",
  "charge": 0,
  "orbital_gap_ev": 9.5,
  "de_lowest_kj_mol": 185.6
}